20
Properties=species:S:1:pos:R:3:forces:R:3:nbo_charge:R:1 method="wB97M-V/def2-TZVPD" spin_multiplicity=1 homo_lumo_gap_ha=0.34043 e_tot_ha=-386.22816 de_lowest_ev=2.503 homo_ev=-8.785 lumo_ev=0.5
C -1.014034 0.891271 -1.860600 0.7 -0.2 0.0 -0.66
C -1.204919 -0.214737 -0.866891 -2.0 0.9 0.9 -0.29
C -1.641087 0.018178 0.397446 0.4 -0.5 -1.2 0.15
O -1.733951 1.266019 0.930189 0.0 0.1 0.0 -0.68
H -0.839874 1.840263 -1.360745 -0.1 0.1 0.0 0.22
H -0.133996 0.677152 -2.466006 0.1 0.0 -0.1 0.24
H -1.862014 0.969781 -2.540336 -0.1 0.0 0.1 0.22
H -1.437724 -1.188617 -1.278037 0.5 -0.3 0.3 0.22
H -1.913392 -0.799582 1.054144 -0.1 0.0 0.0 0.17
H -2.037105 1.217322 1.843091 0.1 0.0 -0.1 0.49
C 1.270841 -1.750742 0.613026 -1.2 -0.3 -0.6 -0.72
C 1.216681 -0.430326 -0.133469 4.0 1.6 2.3 0.61
C 1.373839 0.796303 0.928110 -1.3 -0.8 -1.1 -0.72
O 1.795504 -0.296699 -1.196612 -1.4 -0.2 -0.1 -0.58
H 0.507006 -1.775637 1.387282 -0.1 -0.2 0.0 0.21
H 1.146632 -2.569651 -0.093665 -0.1 -0.1 0.1 0.23
H 2.239569 -1.863375 1.097488 0.1 0.3 -0.1 0.24
H 1.536417 1.721259 0.380605 0.2 0.0 0.0 0.23
H 0.522448 0.952926 1.590935 0.0 -0.2 -0.1 0.21
H 2.209158 0.538893 1.574043 0.3 0.0 -0.2 0.22